Below is a molecular structure, C10H31AsF6O5, with properties calculated with ωB97M-V/def2-TZVPD.

```
53
Properties=species:S:1:pos:R:3:lowdin_charge:R:1
As -11.4414 14.0968 7.2639 0.9102
F -12.2085 15.2759 6.0983 -0.3132
F -10.6125 12.9630 8.3867 -0.3031
F -10.8547 15.5190 8.1784 -0.2818
F -12.0958 12.6936 6.3091 -0.3324
F -10.0269 14.1066 6.2226 -0.2962
F -12.9598 14.0252 8.2855 -0.2970
O -7.2708 14.1501 3.7475 -0.0756
O -9.7770 10.2720 3.6501 0.1573
O -6.3988 10.6788 3.8926 -0.0719
O -8.5179 12.2306 4.9686 0.2508
O -6.7355 11.8128 6.7546 -0.0853
C -10.0147 9.9435 1.3021 0.0857
C -4.8544 9.3941 2.5770 -0.0520
C -6.2411 14.6595 1.7431 -0.0727
C -7.1726 11.3481 8.0492 -0.2454
C -10.6933 10.5374 2.6111 -0.2956
C -6.2155 9.4227 3.2068 -0.4650
C -6.5211 13.5272 2.6938 -0.2936
C -7.4636 9.8800 7.9643 -0.0762
C -10.7906 12.0285 2.4552 0.0325
C -6.5469 8.2416 4.1859 -0.0217
H -9.7578 8.8961 1.4603 0.1049
H -9.8854 9.3922 4.0187 0.1675
H -11.6263 10.0207 2.8360 0.1894
H -4.6400 8.5927 1.8700 0.0948
H -6.4738 11.5954 8.8482 0.1277
H -7.5286 8.4604 4.6060 0.0555
H -5.6065 13.0820 3.0854 0.1094
H -6.4843 7.2992 3.6417 0.0912
H -5.6153 15.4579 2.1418 0.0907
H -5.8371 11.4949 6.6388 0.1012
H -7.0339 12.6890 2.2220 0.1022
H -7.5640 9.5036 8.9823 0.0888
H -6.8971 9.2792 2.3684 0.1193
H -9.0950 10.4822 1.0741 0.1017
H -7.1727 15.0662 1.3498 0.0891
H -7.8457 12.0019 5.6147 0.0620
H -4.7089 10.2804 1.9596 0.0833
H -6.7864 14.9043 4.0910 0.1241
H -4.0504 9.4480 3.3111 0.0920
H -8.0807 11.8534 8.3781 0.1193
H -10.7193 10.0250 0.4745 0.1261
H -6.6319 9.3505 7.4994 0.0712
H -5.7053 14.2591 0.8824 0.0826
H -11.5586 12.3170 1.7376 0.1279
H -8.4440 9.6545 7.5448 0.0774
H -9.8064 12.4296 2.2130 0.1044
H -8.1678 12.9178 4.3969 0.0676
H -8.7178 11.4784 4.4068 0.0817
H -5.8653 8.2970 5.0347 0.0804
H -5.7058 10.7376 4.5543 0.0857
H -11.0708 12.4621 3.4152 0.1230
```

Summary:
⟨S²⟩ ... 0.754
LUMO energy (alpha / beta) ... -3.99 / -10.76 eV
2S+1 ... 2
Total charge ... +1

---

Below is 8 unconnected molecules or ions with the total composition C10H31F3NO9, with properties calculated with ωB97M-V/def2-TZVPD.

```
54
Properties=species:S:1:pos:R:3:lowdin_charge:R:1
F -3.6486 0.9347 -0.1405 0.1717
F -5.2874 -0.2010 -0.6891 0.1195
F -5.2290 0.6819 1.2681 0.1164
O 3.1638 -2.9478 -0.2358 -0.1205
O 0.8847 4.3296 1.1884 -0.4774
O -0.1435 3.6433 -3.2509 -0.1329
O -0.1720 4.0331 4.1602 -0.4416
O -2.6836 -1.2761 1.6871 -0.3038
O 4.7358 2.4837 -1.0598 -0.1253
O 0.3860 -4.2890 2.2728 -0.0952
O -3.7724 -2.4534 -0.0677 -0.1350
O 2.5563 0.3044 4.0390 -0.6438
N 0.8464 0.3824 0.6200 0.3425
C -0.9641 4.2836 3.0495 -0.5270
C -3.2831 -3.5281 -2.1945 -0.0961
C -3.8923 -1.3258 0.8783 -0.3744
C -4.4891 0.0676 0.3223 -0.6342
C -0.2866 4.9279 1.7427 -0.4867
C 0.3271 -5.6245 1.8905 -0.2061
C -2.9640 -2.3914 -1.1861 -0.3201
C 4.3256 -3.7087 -0.0849 -0.1954
C -1.1881 4.3647 -3.8476 -0.1981
C 5.2992 2.5453 -2.3788 -0.1719
H -0.6975 -5.9962 1.8819 0.0751
H -2.5596 -3.3390 -2.9875 0.0536
H -1.8888 -2.3872 -1.0069 0.1019
H -2.0591 3.7103 -3.8122 0.0658
H 3.3234 -0.1629 4.4233 -0.2596
H 1.3435 -0.1381 -0.0886 0.1236
H 5.5935 3.5489 -2.6860 0.0633
H -0.1399 0.2099 0.7525 0.1281
H 4.0460 3.1255 -0.8763 0.0820
H 4.6236 -3.4664 0.9352 0.0803
H -0.9324 4.9797 0.8662 0.0155
H 6.0338 1.7477 -2.4896 0.0706
H -4.2348 -3.4814 -2.7238 0.0554
H 4.0978 -4.7727 -0.0214 0.0644
H -0.1261 5.9967 1.8845 0.0304
H 4.4744 2.3457 -3.0629 0.0617
H -1.4101 3.3181 2.8111 0.0404
H -0.0819 3.8654 -2.3189 0.0722
H -0.4957 -3.9345 2.1370 0.0839
H 0.7696 -5.8091 0.9116 0.0637
H 0.9793 1.3749 0.4880 0.1119
H -3.1306 -1.4963 -1.7854 0.1029
H -1.4706 5.2905 -3.3463 0.0779
H 0.8590 -6.2415 2.6148 0.0666
H 1.3287 0.2276 1.4938 0.1064
H 5.1721 -3.5104 -0.7423 0.0746
H -3.1486 -4.5445 -1.8245 0.0560
H -0.9573 4.5130 -4.9025 0.0618
H -1.8477 4.7911 3.4366 0.0228
H 2.6499 -3.2056 0.5330 0.0708
H -4.6354 -1.7956 1.5227 0.1113
```

Summary:
LUMO energy ... 5.61 eV
Total charge ... -3
Relative energy (zero: lowest compared OMol25 entry of this formula, charge and spin) ... 28.81 kJ/mol

---

Below is 5 unconnected molecules or ions with the total composition C10H31N9O6, with properties calculated with ωB97M-V/def2-TZVPD.

```
56
Properties=species:S:1:pos:R:3:lowdin_charge:R:1
O 3.3305 -9.6932 2.6325 0.0139
O -0.1740 -3.3546 8.8526 0.0395
O 0.1881 0.1847 -4.7801 -0.1945
O -6.2143 2.4004 0.9938 0.0671
O 4.1331 5.6545 -6.5323 -0.2094
O -2.5554 -4.2304 2.3103 0.0828
N 0.9329 -1.8428 9.9096 0.1606
N -6.2086 4.5285 1.1928 0.1610
N -1.1044 -1.3510 9.2019 0.1592
N 2.1132 3.3642 -4.0420 -0.0681
N -5.0831 3.7765 -0.4029 0.1578
N -3.8370 -2.9173 3.4447 0.1559
N 1.1846 -9.1499 3.0057 0.1695
N 2.6716 -7.6971 2.3091 0.1639
N -3.6204 -2.5683 1.4374 0.1586
C 3.0007 5.0413 -5.8694 -0.1899
C 0.9875 -0.9700 -4.7518 -0.1026
C 2.0013 2.0936 -4.7005 -0.2562
C 3.2677 4.2409 -4.4914 -0.1467
C 0.6702 1.4318 -4.3133 -0.2086
C -5.8300 3.4624 0.6216 -0.8617
C 4.8081 6.6415 -5.7564 -0.1095
C -3.3882 -3.4103 2.3629 -0.8723
C 2.4121 -8.8900 2.6367 -0.8274
C -0.1212 -2.2392 9.3032 -0.8110
H -4.8487 2.9654 -0.9572 0.1146
H 3.6455 4.9960 -3.8019 0.0910
H -0.0850 1.9770 -4.8794 0.1267
H 0.9202 -1.0517 10.5373 0.1130
H -5.1571 4.6230 -0.9488 0.1113
H -3.1135 -2.4921 0.5671 0.1270
H 1.2133 3.7549 -4.2823 0.0960
H 4.4005 7.6511 -5.7040 0.0862
H 1.9967 2.3567 -5.7582 0.1042
H 2.0369 -6.9901 2.6516 0.1193
H 4.0876 3.5912 -4.7973 0.1115
H -3.3629 -3.0928 4.3190 0.1297
H 1.7638 -2.3847 9.7198 0.1283
H 2.7382 4.2805 -6.6045 0.1057
H 1.9818 -0.7003 -4.3958 0.0792
H 0.9247 -10.0715 3.3268 0.1195
H -6.9428 4.1412 1.7682 0.1298
H 2.2383 5.8064 -5.7231 0.1123
H -4.2282 -1.7863 1.6352 0.1086
H 0.8838 -1.4987 -5.6993 0.0905
H -6.1654 5.4145 0.7099 0.1200
H 0.6307 1.4879 -3.2255 0.1246
H 5.1354 6.1593 -4.8353 0.0782
H 0.6362 -1.6187 -3.9493 0.0796
H -0.9729 -0.4852 9.7051 0.0965
H 3.6216 -7.5408 2.0039 0.1308
H -2.0496 -1.5463 8.9042 0.1140
H 2.8370 1.3961 -4.6434 0.1125
H -4.4507 -2.1172 3.3872 0.1097
H 0.4494 -8.4859 2.8089 0.1105
H 5.6703 6.7551 -6.4135 0.0873
```

Summary:
LUMO energy ... 0.35 eV
Structure (SMILES) ... COCCNCCOC.NC(N)=O.NC(N)=O.NC(N)=O.NC(N)=O
Relative energy (zero: lowest compared OMol25 entry of this formula, charge and spin) ... 594.53 kJ/mol

---

Below is 3 unconnected molecules or ions with the total composition C10H31O6P2S2, with properties calculated with ωB97M-V/def2-TZVPD.

```
51
Properties=species:S:1:pos:R:3:lowdin_charge:R:1
S 5.3615 -0.1575 0.3531 0.8148
S -2.1723 4.2412 0.8531 0.7855
P 1.0912 0.9623 -1.8611 0.3090
P -1.5520 -1.4079 -0.6592 0.4673
O -0.9338 -2.6321 0.1309 -0.1908
O -1.6342 -0.1666 0.0970 -0.2642
O -3.0437 -1.9705 -0.9594 -0.2077
O 4.1096 -0.9464 0.3175 -0.5383
O -2.4567 4.2405 -0.6004 -0.5488
O 2.8124 0.5889 -1.8960 -0.4444
C 0.7382 -0.9296 -2.1082 -0.3910
C 0.1805 -2.2854 0.9911 -0.2840
C -0.1400 -2.7502 2.3772 -0.0780
C 5.3451 0.7507 1.9061 -0.2701
C -3.7182 4.6882 1.6697 -0.2924
C -0.7315 -1.3288 -2.2317 -0.3013
C -3.8934 -1.0159 -1.5815 -0.3064
C -5.2936 -1.5993 -1.6011 -0.0798
C 6.6636 -1.3052 0.8356 -0.2791
C -2.1609 2.5399 1.4280 -0.2754
H -3.0631 2.0348 1.0864 0.0500
H 1.0409 -2.8256 0.6195 0.1121
H -6.0340 -0.8487 -1.8372 0.0687
H -5.4843 -1.9980 -0.6138 0.0708
H 7.5863 -0.7520 1.0145 0.0459
H -3.5944 -0.8292 -2.6063 0.1093
H -1.2924 2.0277 1.0165 0.0349
H 6.3622 -1.8473 1.7325 0.0523
H -0.3183 -3.8186 2.3313 0.0703
H -0.3371 1.2316 -1.8545 -0.0589
H 0.4278 -1.2325 0.9449 0.0909
H 1.2184 -1.1801 -3.0468 0.0513
H 1.3860 2.3739 -1.6590 -0.0707
H 1.2501 -1.5156 -1.3519 0.0432
H 1.1150 1.1601 -3.3134 -0.0445
H -0.7968 -2.3070 -2.6999 0.0845
H -2.1102 2.5440 2.5188 0.0500
H 3.0061 0.3565 -0.9771 -0.0698
H 6.3096 1.2385 2.0516 0.0470
H -5.3256 -2.4367 -2.2857 0.0685
H -4.5175 4.0369 1.3148 0.0509
H -3.5993 4.5935 2.7497 0.0421
H -1.0578 -2.3070 2.7313 0.0738
H -1.2608 -0.6407 -2.8801 0.0741
H 4.5602 1.5009 1.8371 0.0535
H 1.0601 0.7405 -0.3826 -0.0422
H -3.9123 -0.0781 -1.0419 0.1064
H 6.8086 -2.0037 0.0146 0.0463
H 0.6789 -2.5837 3.0642 0.0722
H -3.9459 5.7217 1.4156 0.0384
H 5.1323 0.0668 2.7283 0.0536
```

Summary:
LUMO energy ... 2.45 eV
Total charge ... -1

---

Number 1: strongest force on any atom 2.78 eV/A, molar mass 420.26 u. Number 2: strongest force on any atom 5.71 eV/A, molar mass 366.35 u. Number 3: strongest force on any atom 8.28 eV/A, molar mass 373.41 u. Number 4: strongest force on any atom 1.16 eV/A, molar mass 373.43 u.